(1)
The following is a quantum chemistry calculation of C25H51Cl2N5O4P2V as an isolated structure in a non-equilibrium geometry, from the Open Molecules 2025 dataset.

The HOMO energy (alpha / beta) comes out at -0.612 / -0.613 Eh. The value obtained for the orbital gap (alpha / beta) is 4.59 / 4.64 eV. The value obtained for the energy above the lowest of the compared OMol25 structures with the same formula, charge and spin is 0.000 eV. Its charge is +3.

Last column: Löwdin charge in e.
Cartesian coordinates (Å):
V -0.9655 0.9400 0.5755  0.6311
C -1.0650 -2.3736 5.0890  -0.0131
C -0.4868 -0.9778 5.1000  -0.5447
C 0.9986 -0.9602 4.7878  -0.0168
C -0.8304 -0.2149 6.3640  -0.0090
O -1.2080 -0.2911 3.9335  -0.1567
P -0.8308 1.0849 3.3522  0.3301
O -0.1996 2.1032 4.1661  -0.1505
O 0.0182 0.7271 2.0078  -0.3144
O -2.1124 1.5599 2.4685  -0.3058
C -3.3490 2.2178 3.1666  -0.5276
C -3.7485 1.3616 4.3464  -0.0090
C -2.9351 3.6014 3.5951  -0.0021
C -4.4292 2.2176 2.1033  -0.0295
H -0.6062 -2.9545 5.8877  0.1116
H -0.8603 -2.8742 4.1410  0.0893
H -2.1416 -2.3483 5.2651  0.0973
H 1.5321 -1.4986 5.5701  0.1141
H 1.3832 0.0624 4.7673  0.0916
H 1.2015 -1.4632 3.8399  0.0845
H -0.3615 -0.7136 7.2128  0.1145
H -1.9067 -0.2134 6.5365  0.0943
H -0.4561 0.8065 6.3243  0.0894
H -2.9820 1.3622 5.1212  0.0837
H -3.9765 0.3394 4.0453  0.1021
H -4.6493 1.7926 4.7823  0.1210
H -2.1333 3.5745 4.3328  0.0934
H -3.8067 4.0845 4.0401  0.1210
H -2.6257 4.2151 2.7482  0.0867
H -4.6231 1.2125 1.7259  0.0893
H -4.1988 2.8937 1.2824  0.0488
H -5.3556 2.5742 2.5559  0.1186
N -2.9489 -1.6011 0.9523  0.3071
C -2.2628 -0.7004 0.8105  0.0053
H -3.5518 -2.3928 1.1340  0.1639
Cl -2.5418 2.3305 -0.7149  0.7292
C -1.6090 3.8500 -0.4499  -0.7508
Cl -0.1179 3.4488 0.4141  0.7611
H -2.2178 4.4911 0.1706  0.0583
H -1.3809 4.2657 -1.4234  0.0653
N -0.0692 0.2731 -0.6414  -0.1321
P 0.9366 -0.1522 -1.8802  0.7137
N 0.4277 -1.5079 -2.5591  -0.1854
C 0.8445 -1.9872 -3.8991  -0.1592
C -0.3737 -2.4116 -4.7105  -0.1578
C -1.2013 -3.4475 -3.9510  -0.1721
C -1.5794 -2.9288 -2.5662  -0.1760
C -0.3395 -2.5091 -1.7862  -0.1802
N 2.4443 -0.3944 -1.1031  -0.1969
C 3.5451 -0.8926 -1.9227  -0.1766
C 3.8238 -2.3662 -1.5603  -0.1539
C 4.0713 -2.5138 -0.0630  -0.1771
C 2.9244 -1.9199 0.7479  -0.1640
C 2.6834 -0.4511 0.3290  -0.1813
N 1.2391 0.9830 -2.9819  -0.1781
C 2.2123 2.0825 -2.7693  -0.1691
C 2.9701 2.3627 -4.0595  -0.1566
C 2.0059 2.6835 -5.1984  -0.1765
C 0.9832 1.5656 -5.3681  -0.1596
C 0.2566 1.2859 -4.0569  -0.1691
H 1.5113 -2.8420 -3.7409  0.1333
H 1.4132 -1.2077 -4.3967  0.1000
H -0.0301 -2.8177 -5.6622  0.1328
H -0.9848 -1.5343 -4.9422  0.1113
H -0.6266 -4.3726 -3.8498  0.1293
H -2.0972 -3.6999 -4.5158  0.1264
H -2.1081 -3.6958 -1.9970  0.1207
H -2.2554 -2.0688 -2.6549  0.1163
H 0.3178 -3.3680 -1.6198  0.1351
H -0.5975 -2.0898 -0.8139  0.0708
H 4.4309 -0.2939 -1.6844  0.1406
H 3.3060 -0.7756 -2.9786  0.1056
H 4.6866 -2.6866 -2.1445  0.1286
H 2.9665 -2.9719 -1.8767  0.1006
H 5.0116 -2.0275 0.2112  0.1290
H 4.1858 -3.5705 0.1817  0.1249
H 3.1393 -1.9183 1.8174  0.1152
H 1.9989 -2.4853 0.5952  0.1078
H 3.6043 0.1084 0.5258  0.1396
H 1.8628 -0.0092 0.8772  0.0698
H 2.8846 1.8140 -1.9589  0.1104
H 1.6557 2.9730 -2.4586  0.1163
H 3.5840 1.4926 -4.3147  0.1226
H 3.6550 3.1922 -3.8828  0.1309
H 2.5571 2.8301 -6.1264  0.1283
H 1.4921 3.6273 -4.9904  0.1232
H 1.4802 0.6546 -5.7145  0.1178
H 0.2420 1.8252 -6.1252  0.1308
H -0.4384 0.4550 -4.1423  0.0958
H -0.3114 2.1696 -3.7451  0.1216

(2)
The following is a quantum chemistry calculation of a 6-piece molecular cluster, C25H52B3O11P overall in a non-equilibrium geometry, from the Open Molecules 2025 dataset.

The HOMO energy comes out at -0.338 Eh. The value obtained for the orbital gap is 9.14 eV. The value obtained for the energy above the lowest of the compared OMol25 structures with the same formula, charge and spin is 0.000 eV. The SMILES is O=CCB1OB(CCCO)OB([PH2]=O)O1.C1CCOC1.C1CCOC1.C1CCOC1.C1CCOC1.C1CCOC1.

Last column: Löwdin charge in e.
Cartesian coordinates (Å):
O 0.1982 -2.1074 0.8142  0.0731
C -0.0246 -3.2471 0.4905  -0.2397
C -0.1641 -3.6578 -0.9553  0.0043
B -0.7099 -2.4591 -1.8107  -0.5250
O -0.0715 -1.9618 -2.9281  0.2924
B -0.8747 -1.9038 -4.0634  -0.5044
C -0.3968 -2.4681 -5.4280  -0.0478
C -0.3951 -4.0115 -5.3243  -0.1700
C -0.5380 -4.6963 -6.6860  -0.2635
O 0.2308 -5.8823 -6.8093  -0.0635
O -2.1851 -1.4485 -3.8595  0.2715
B -2.7593 -1.7875 -2.6636  -0.5714
P -4.6823 -2.1431 -2.5668  0.7561
O -5.5704 -1.0381 -3.0182  -0.4554
O -1.9820 -1.9413 -1.5429  0.2638
H -0.1387 -4.0271 1.2663  0.1178
H -0.8678 -4.4949 -1.0249  0.1245
H 0.8017 -4.0225 -1.3176  0.1280
H 0.6184 -2.1268 -5.6453  0.1187
H -1.0590 -2.1566 -6.2385  0.1186
H -1.2042 -4.3591 -4.6675  0.1181
H 0.5437 -4.3378 -4.8705  0.1242
H -1.5913 -4.9138 -6.8946  0.1194
H -0.1805 -4.0266 -7.4681  0.1193
H 0.0984 -6.4266 -6.0280  0.0818
H -4.8583 -3.3549 -3.2751  0.0009
H -4.8808 -2.5767 -1.2392  0.0042
C 3.8000 0.5554 -2.3694  -0.1596
C 2.8546 -0.6376 -2.2387  -0.1645
C 3.4287 -1.6018 -3.2673  -0.2099
O 4.8321 -1.3533 -3.3091  -0.1396
C 5.1321 -0.1426 -2.6070  -0.2002
H 3.8150 1.2116 -1.5018  0.0961
H 3.5294 1.1576 -3.2400  0.1181
H 2.9263 -1.0636 -1.2348  0.1189
H 1.8122 -0.3954 -2.4297  0.0994
H 2.9995 -1.4187 -4.2603  0.1134
H 3.2677 -2.6520 -3.0147  0.1137
H 5.6216 -0.3914 -1.6591  0.1169
H 5.8269 0.4436 -3.2094  0.1158
C -6.6683 1.6707 -1.2977  -0.1774
C -6.9034 3.0569 -0.6988  -0.1717
C -7.6356 2.7132 0.5925  -0.2129
O -7.1332 1.4443 1.0101  -0.1446
C -6.3799 0.8495 -0.0491  -0.2132
H -5.8547 1.6246 -2.0179  0.1024
H -7.5710 1.3072 -1.7911  0.1161
H -5.9493 3.5399 -0.4759  0.1112
H -7.4792 3.7203 -1.3429  0.1091
H -8.7155 2.6360 0.4243  0.1150
H -7.4636 3.4352 1.3923  0.1136
H -5.3148 0.8891 0.2092  0.1158
H -6.6719 -0.1966 -0.1471  0.1095
C 3.2792 5.1420 0.8233  -0.1661
C 4.7246 5.5146 0.4989  -0.1629
C 5.2519 4.2048 -0.0732  -0.1994
O 4.1411 3.5750 -0.7150  -0.1595
C 2.9276 4.2322 -0.3466  -0.2013
H 2.6126 6.0008 0.9000  0.1137
H 3.2452 4.5949 1.7663  0.0920
H 4.7562 6.3015 -0.2580  0.1124
H 5.2907 5.8482 1.3675  0.1101
H 5.6247 3.5515 0.7226  0.1186
H 6.0454 4.3424 -0.8090  0.1159
H 2.5568 4.8076 -1.2021  0.1164
H 2.1845 3.4736 -0.0946  0.1163
C 2.0098 4.1144 5.8785  -0.1682
C 2.2174 5.6227 5.7456  -0.1684
C 3.5808 5.6832 5.0674  -0.2037
O 3.6695 4.5159 4.2502  -0.1619
C 2.6149 3.6093 4.5748  -0.2079
H 0.9663 3.8252 5.9946  0.1113
H 2.5698 3.7289 6.7327  0.1133
H 1.4508 6.0534 5.0984  0.1133
H 2.1994 6.1530 6.6965  0.1106
H 4.3905 5.6677 5.8046  0.1169
H 3.7085 6.5625 4.4340  0.1156
H 1.8725 3.6153 3.7684  0.1144
H 3.0313 2.6043 4.6505  0.1184
C -1.6053 -4.9399 5.4128  -0.1695
C -1.6417 -3.4581 5.0387  -0.1658
C -0.3293 -3.3011 4.2817  -0.1967
O -0.0888 -4.5617 3.6457  -0.1653
C -0.9746 -5.5519 4.1682  -0.2078
H -2.5855 -5.3598 5.6341  0.1107
H -0.9617 -5.0955 6.2807  0.1132
H -2.4889 -3.2537 4.3808  0.1142
H -1.7097 -2.7928 5.8980  0.1115
H 0.4980 -3.0846 4.9653  0.1193
H -0.3553 -2.5260 3.5152  0.1074
H -1.7387 -5.7866 3.4180  0.1154
H -0.4030 -6.4581 4.3721  0.1164